(1)
# C17H10N4O6SSeTl

A structure of composition C17H10N4O6SSeTl (ωB97M-V/def2-TZVPD, the Open Molecules 2025 dataset).

Strongest force on any atom: 1.20 eV/A
LUMO energy: 2.07 eV
HOMO: -5.6 eV
Net charge: -1

The geometry in XYZ format:
```
40
Properties=species:S:1:pos:R:3:lowdin_charge:R:1
Tl 1.567 -1.241 1.636 0.92
O -2.508 4.939 -0.161 -0.04
C -1.516 4.560 -0.805 -0.69
O -1.002 5.015 -1.841 -0.05
C -0.956 3.177 -0.367 -0.08
C 0.092 2.581 -1.048 0.05
C 0.569 1.343 -0.636 -0.20
N 0.078 0.702 0.432 0.10
C -0.945 1.270 1.083 -0.20
C -1.489 2.492 0.712 0.05
C -1.523 0.510 2.227 -0.21
C -2.877 0.620 2.540 0.00
C -3.384 -0.131 3.583 -0.06
C -2.533 -0.972 4.285 -0.06
C -1.204 -1.014 3.905 -0.15
N -0.707 -0.287 2.912 0.03
C 1.660 0.655 -1.386 -0.21
C 2.031 1.056 -2.668 0.00
C 3.026 0.358 -3.329 -0.05
C 3.626 -0.723 -2.705 -0.08
C 3.195 -1.056 -1.433 -0.16
N 2.245 -0.386 -0.792 0.01
H 0.511 3.129 -1.878 0.11
H -2.307 2.951 1.248 0.12
H -3.515 1.263 1.953 0.11
H -4.435 -0.075 3.835 0.11
H -2.891 -1.596 5.090 0.10
H -0.506 -1.674 4.407 0.11
H 1.530 1.882 -3.148 0.11
H 3.313 0.643 -4.333 0.11
H 4.374 -1.323 -3.201 0.10
H 3.604 -1.915 -0.915 0.11
O -0.633 -2.941 1.260 -0.40
S -0.134 -3.576 0.054 0.27
O -0.897 -4.667 -0.475 -0.32
O -0.347 -2.291 -1.018 -0.72
O 1.310 -3.725 0.047 -0.41
Se -0.297 -2.613 -2.769 1.09
C 1.426 -3.261 -2.989 -0.60
N 2.451 -3.678 -3.310 0.09
```



(2)
# C41H44Cl3MoN7O2P2Se

A structure of composition C41H44Cl3MoN7O2P2Se (ωB97M-V/def2-TZVPD, the Open Molecules 2025 dataset).

Strongest force on any atom: 15.52 eV/A
LUMO energy (alpha / beta): -5.05 / -6.42 eV
HOMO (alpha / beta): -11.5 / -11.5 eV
Multiplicity: 3
Net charge: +2

The geometry in XYZ format:
```
101
Properties=species:S:1:pos:R:3:mulliken_spin:R:1
Mo -0.302 0.303 1.149 2.09
N 1.263 0.303 2.527 -0.02
C 2.437 -0.180 1.846 -0.04
C 3.707 0.607 2.155 -0.02
C 4.507 0.017 3.319 0.00
C 5.229 -1.279 2.945 0.00
N 4.384 -2.473 3.108 0.00
C 3.949 -3.269 2.113 0.00
N 4.108 -2.997 0.824 0.00
N 3.324 -4.410 2.441 0.00
C 2.200 -0.262 0.308 0.04
O 3.089 -0.993 -0.255 0.00
O 1.172 0.303 -0.150 -0.09
H 1.290 1.308 2.847 0.01
H 1.002 -0.240 3.425 0.02
H 2.528 -1.217 2.159 0.03
H 3.452 1.646 2.400 0.00
H 4.361 0.674 1.277 0.00
H 3.862 -0.134 4.193 0.00
H 5.265 0.756 3.605 0.00
H 6.065 -1.419 3.640 0.00
H 5.662 -1.244 1.940 0.00
H 4.153 -2.747 4.049 0.00
H 4.066 -2.014 0.483 0.00
H 3.752 -3.591 0.091 0.00
H 3.136 -4.659 3.402 0.00
H 2.934 -4.995 1.716 0.00
C -2.093 -1.016 -2.215 0.01
N -1.593 0.313 -2.630 0.00
C -2.307 1.473 -2.062 0.01
P -1.299 1.866 -0.578 -0.03
C 0.228 2.561 -1.285 -0.03
C 0.247 3.517 -2.311 -0.02
C 1.457 3.997 -2.823 0.01
C 2.666 3.529 -2.315 0.00
C 2.667 2.581 -1.296 0.03
C 1.457 2.102 -0.785 0.15
C -2.189 3.291 0.126 -0.03
C -3.550 3.152 0.455 0.00
C -4.268 4.203 1.033 0.00
C -3.636 5.412 1.305 0.00
C -2.284 5.563 1.012 0.00
C -1.566 4.508 0.439 0.00
C -1.416 0.349 -4.037 0.00
C -2.290 0.996 -4.923 0.00
C -2.050 1.004 -6.302 0.00
C -0.939 0.350 -6.825 0.00
C -0.068 -0.315 -5.969 0.00
C -0.307 -0.311 -4.593 0.00
P -1.299 -1.258 -0.577 -0.02
C -0.045 -2.530 -0.916 -0.01
C 1.156 -2.115 -1.518 0.05
C 2.174 -3.025 -1.816 -0.01
C 2.016 -4.371 -1.502 0.01
C 0.847 -4.800 -0.882 0.00
C -0.171 -3.886 -0.586 0.02
C -2.592 -2.088 0.387 -0.02
C -3.498 -3.015 -0.149 -0.01
C -4.492 -3.589 0.649 0.00
C -4.600 -3.240 1.992 0.00
C -3.711 -2.320 2.542 0.00
C -2.716 -1.750 1.744 0.03
H -1.813 -1.826 -2.899 0.00
H -3.187 -0.998 -2.162 0.00
H -3.342 1.217 -1.811 0.00
H -2.330 2.348 -2.717 0.00
H -0.678 3.906 -2.728 0.00
H 1.451 4.734 -3.622 0.00
H 3.605 3.899 -2.716 0.00
H 3.607 2.208 -0.898 0.00
H 1.482 1.353 0.005 -0.33
H -4.068 2.210 0.288 0.00
H -5.317 4.070 1.282 0.00
H -4.190 6.228 1.760 0.00
H -1.778 6.497 1.240 0.00
H -0.504 4.657 0.255 0.00
H -3.184 1.498 -4.565 0.00
H -2.735 1.524 -6.967 0.00
H -0.752 0.357 -7.895 0.00
H 0.802 -0.831 -6.364 0.00
H 0.397 -0.819 -3.942 0.00
H 1.311 -1.064 -1.759 0.00
H 3.089 -2.677 -2.287 0.00
H 2.806 -5.081 -1.729 0.00
H 0.724 -5.847 -0.619 0.00
H -1.055 -4.266 -0.082 0.00
H -3.435 -3.317 -1.192 0.00
H -5.183 -4.310 0.219 0.00
H -5.374 -3.684 2.612 0.00
H -3.790 -2.042 3.589 0.00
H -2.036 -1.028 2.196 0.04
Cl -3.380 2.600 5.159 0.01
C -2.077 3.380 4.226 -0.01
Cl -0.790 3.918 5.336 0.00
Cl -2.732 4.786 3.348 0.01
C -1.521 2.417 3.263 0.18
N -1.082 1.655 2.500 -0.04
Se 0.260 -3.678 2.962 0.02
C -0.521 -2.170 2.706 0.00
N -1.093 -1.066 2.519 0.03
H -2.117 0.303 1.149 -0.08
```



(3)
# C3H6N2O

The molecule C3H6N2O (ωB97M-V/def2-TZVPD, the Open Molecules 2025 dataset).

Strongest force on any atom: 1.16 eV/A
LUMO energy: 0.65 eV
HOMO: -10.0 eV

The geometry in XYZ format:
```
12
Properties=species:S:1:pos:R:3:lowdin_charge:R:1
N -1.686 -0.629 0.392 0.01
C -0.658 -0.177 -0.524 -0.24
C 0.543 0.504 0.173 -0.38
O 0.989 -0.246 1.284 -0.02
C 1.646 0.697 -0.799 -0.16
N 2.502 0.763 -1.574 0.16
H -1.248 -0.929 1.259 0.07
H -2.327 0.123 0.613 0.07
H -0.276 -1.030 -1.100 0.12
H -1.090 0.518 -1.249 0.12
H 0.252 1.481 0.574 0.15
H 1.352 -1.077 0.951 0.11
```



(4)
# C2HClN2O

The molecule C2HClN2O (ωB97M-V/def2-TZVPD, the Open Molecules 2025 dataset).

Strongest force on any atom: 7.11 eV/A
LUMO energy: 0.34 eV
HOMO: -11.0 eV

The geometry in XYZ format:
```
7
Properties=species:S:1:pos:R:3:lowdin_charge:R:1
C -0.211 -0.271 -0.547 -0.63
C -0.333 -0.043 0.890 -0.06
H -0.893 -0.544 1.546 0.08
N 0.700 0.707 1.046 0.05
N 0.621 0.525 -1.203 0.09
O 1.238 1.061 -0.093 -0.09
Cl -1.121 -1.436 -1.640 0.56
```